Entry 1:
The following is a DFT calculation (ωB97M-V with the def2-TZVPD basis set) of a 2-piece molecular cluster, C4H6F3N overall in a non-equilibrium geometry.

As for the structure (SMILES): [H]/N=C1/CCC1(F)F.F. The calculation puts the energy above the lowest of the compared OMol25 structures with the same formula, charge and spin at 14.9 kcal/mol. As for the total energy: -510.31815 Ha. For the molar mass, the calculation gives 125.09 Da.

Each line ends with the natural charge from an NBO analysis.
Cartesian coordinates (Å):
H1 0.921 -2.243 0.038  0.36
N1 1.107 -1.166 0.051  -0.61
C1 0.003 -0.577 0.020  0.26
C2 -0.240 0.900 0.028  -0.48
C3 -1.810 0.575 -0.158  -0.46
C4 -1.464 -0.909 -0.012  0.63
F1 -1.738 -1.622 -1.072  -0.31
F2 -1.982 -1.515 1.142  -0.34
H2 0.144 1.405 -0.825  0.24
H3 0.103 1.576 0.888  0.25
H4 -2.606 0.900 0.655  0.24
H5 -2.280 0.768 -1.120  0.24
F3 3.594 -1.961 0.011  -0.60
H6 2.792 -1.569 0.384  0.57

***

Entry 2:
The following is a DFT calculation (ωB97M-V with the def2-TZVPD basis set) of a 2-piece molecular cluster, C4H6F3N2O3S overall in a non-equilibrium geometry.

Its charge is +1. As for the total energy: -1188.48284 Ha. For the molar mass, the calculation gives 219.16 Da.

Each line ends with the natural charge from an NBO analysis.
Cartesian coordinates (Å):
C1 1.741 -0.164 1.390  -0.31
O1 1.302 0.040 0.001  -0.54
C2 -0.129 -0.376 -0.173  0.92
O2 -0.358 -1.247 -1.161  -0.58
N1 -1.161 0.262 0.729  -0.43
N2 -1.867 1.281 0.111  -0.37
C3 -1.325 2.451 0.660  0.30
S1 -0.542 3.773 1.459  0.20
C4 -2.052 -0.745 1.419  1.09
F1 -3.103 0.067 2.141  -0.32
F2 -2.802 -1.648 0.512  -0.31
F3 -1.353 -1.517 2.513  -0.32
H1 2.775 0.423 1.499  0.23
H2 1.028 0.315 2.203  0.22
H3 1.857 -1.324 1.550  0.21
O3 1.526 -0.186 -3.652  -0.77
H4 1.023 -0.637 -2.928  0.60
H5 1.014 -0.182 -4.501  0.58
H6 2.425 -0.586 -3.773  0.58

***

One value per record, in order, for LUMO: 0.21; -4.91 eV.